Entry 1:
The following is a quantum chemistry calculation of an isolated molecule of C21H17N3OS, from the Open Molecules 2025 dataset.

XYZ file:
```
43
Properties=species:S:1:pos:R:3
C -0.19536 -3.44481 -1.27360
C -0.21613 -2.27161 -0.35053
N -1.31857 -1.57102 -0.27828
C -1.35576 -0.52850 0.54716
C -2.34067 0.41516 0.86977
C -1.71235 1.24763 1.80890
N -0.46415 0.88720 2.06703
N -0.24379 -0.17740 1.31351
C 0.90702 -0.88139 1.24717
C 0.93993 -1.96343 0.40989
H 1.81439 -2.58027 0.30736
S 2.16532 -0.26070 2.29465
C 3.62878 -1.18213 1.70777
C 3.90561 -0.97279 0.22827
O 4.08855 -1.92908 -0.49126
C 3.89803 0.41402 -0.27531
C 3.63324 0.60303 -1.63313
C 3.58618 1.87520 -2.16728
C 3.81608 2.97378 -1.35422
C 4.09731 2.79466 -0.00878
C 4.13591 1.52455 0.53421
H 4.36578 1.40466 1.58130
H 4.28410 3.65069 0.62189
H 3.77930 3.97005 -1.76906
H 3.37152 2.01205 -3.21645
H 3.45652 -0.26612 -2.24925
H 4.45472 -0.79471 2.30488
H 3.50891 -2.24520 1.91926
H -2.11679 2.09936 2.31869
C -3.69492 0.49916 0.35261
C -4.53772 1.55207 0.71015
C -5.82565 1.61965 0.21462
C -6.29692 0.64127 -0.64494
C -5.46717 -0.40733 -1.00726
C -4.17849 -0.48074 -0.51557
H -3.52869 -1.29461 -0.79553
H -5.82921 -1.17379 -1.67762
H -7.30473 0.69673 -1.02995
H -6.46653 2.44174 0.50011
H -4.18323 2.32380 1.37649
H -1.11705 -3.47603 -1.84638
H 0.65526 -3.37779 -1.94915
H -0.09856 -4.36700 -0.70212
```

Summary:
Strongest force on any atom (eV/Å): 1.2
Total charge: 0
Energy (hartree): -1448.140800
SMILES: Cc1cc(SCC(=O)c2ccccc2)n2ncc(-c3ccccc3)c2n1

Entry 2:
The following is a quantum chemistry calculation of an isolated molecule of C21H17N7, from the Open Molecules 2025 dataset.

XYZ file:
```
45
Properties=species:S:1:pos:R:3
N -1.28701 3.64272 -0.70537
N 1.09852 -3.69165 1.71992
N 0.23924 -0.73253 -1.65608
N 0.61032 -2.00217 -1.43180
C -1.25525 2.44675 -0.15854
C 0.71089 -2.48838 2.05135
C 3.70317 -5.17183 -1.51856
C 0.92400 3.04467 -4.21020
C 0.81662 2.05045 -3.24907
C 0.16281 4.27741 -4.03147
C -0.39015 1.51728 -0.93110
C -0.55073 4.50528 -2.86262
C -0.02674 2.24971 -2.05040
C 2.98487 -5.00244 -0.37002
C -0.00809 0.14788 -0.63081
C 0.68341 -2.44286 -0.16491
C -2.99382 1.82685 3.70332
C -3.04088 0.80279 2.74973
C -2.38050 3.03337 3.41232
C 0.14312 -0.29922 0.68809
C -2.56530 1.02423 1.43258
C -1.81801 3.21479 2.14315
C 0.42555 -1.65270 0.92848
C -1.94230 2.23266 1.13516
N 0.60923 -2.11207 3.33494
N -0.58560 3.50549 -1.86400
N 1.08870 -3.68860 0.38083
C 1.45555 -4.83949 -0.41538
H 3.19190 -5.20645 -2.49013
H 4.77861 -5.21866 -1.45664
H 1.49721 2.88824 -5.08891
H 1.33031 1.08370 -3.37089
H 0.14930 5.04091 -4.82351
H -1.12360 5.40808 -2.71873
H 3.50984 -4.93099 0.55941
H -3.44629 1.69091 4.66595
H -3.48499 -0.15552 2.97471
H -2.25103 3.80067 4.16024
H 0.10715 0.41149 1.50769
H -2.63977 0.26483 0.67908
H -1.32727 4.14383 1.91400
H 0.63485 -2.88591 3.99471
H 0.04121 -1.32003 3.56087
H 1.21332 -4.67793 -1.47382
H 1.00758 -5.73557 -0.02361
```

Summary:
Strongest force on any atom (eV/Å): 4.0
Total charge: 0
Energy (hartree): -1193.652933
SMILES: C=CCn1nc(N)c2cc(-c3c(-c4ccccc4)nn4ccccc34)nnc21

Question: Which of these has the lowest strongest force on any atom?
Answer: C21H17N3OS

Copy entry 1 word for word.
The following is a quantum chemistry calculation of an isolated molecule of C21H17N3OS, from the Open Molecules 2025 dataset.

XYZ file:
```
43
Properties=species:S:1:pos:R:3
C -0.19536 -3.44481 -1.27360
C -0.21613 -2.27161 -0.35053
N -1.31857 -1.57102 -0.27828
C -1.35576 -0.52850 0.54716
C -2.34067 0.41516 0.86977
C -1.71235 1.24763 1.80890
N -0.46415 0.88720 2.06703
N -0.24379 -0.17740 1.31351
C 0.90702 -0.88139 1.24717
C 0.93993 -1.96343 0.40989
H 1.81439 -2.58027 0.30736
S 2.16532 -0.26070 2.29465
C 3.62878 -1.18213 1.70777
C 3.90561 -0.97279 0.22827
O 4.08855 -1.92908 -0.49126
C 3.89803 0.41402 -0.27531
C 3.63324 0.60303 -1.63313
C 3.58618 1.87520 -2.16728
C 3.81608 2.97378 -1.35422
C 4.09731 2.79466 -0.00878
C 4.13591 1.52455 0.53421
H 4.36578 1.40466 1.58130
H 4.28410 3.65069 0.62189
H 3.77930 3.97005 -1.76906
H 3.37152 2.01205 -3.21645
H 3.45652 -0.26612 -2.24925
H 4.45472 -0.79471 2.30488
H 3.50891 -2.24520 1.91926
H -2.11679 2.09936 2.31869
C -3.69492 0.49916 0.35261
C -4.53772 1.55207 0.71015
C -5.82565 1.61965 0.21462
C -6.29692 0.64127 -0.64494
C -5.46717 -0.40733 -1.00726
C -4.17849 -0.48074 -0.51557
H -3.52869 -1.29461 -0.79553
H -5.82921 -1.17379 -1.67762
H -7.30473 0.69673 -1.02995
H -6.46653 2.44174 0.50011
H -4.18323 2.32380 1.37649
H -1.11705 -3.47603 -1.84638
H 0.65526 -3.37779 -1.94915
H -0.09856 -4.36700 -0.70212
```

Summary:
Strongest force on any atom (eV/Å): 1.2
Total charge: 0
Energy (hartree): -1448.140800
SMILES: Cc1cc(SCC(=O)c2ccccc2)n2ncc(-c3ccccc3)c2n1